A structure of composition C2H9N2 in a non-equilibrium geometry. Source: the OMol25 dataset; level of theory: the ωB97M-V functional and the def2-TZVPD basis.

Geometry as XYZ:
```
13
Properties=species:S:1:pos:R:3:forces:R:3
H 0.9707 -2.2019 -0.5718 0.427 0.128 0.003
N 0.0530 -0.4853 0.0406 0.601 0.300 -0.151
H 0.1797 0.1234 2.0633 -0.899 -0.673 -0.020
C 0.6235 -0.6016 1.3742 0.605 1.414 1.155
H -1.7915 2.1081 -0.1109 0.395 0.214 -0.006
N -0.9147 1.8387 -0.5623 -0.722 -0.470 -0.237
H -0.5600 0.5744 -0.2317 0.788 -0.179 0.060
H 0.6969 -1.6034 1.7830 -0.334 -0.091 -0.109
H 1.6236 -0.1444 1.4126 0.135 -0.555 -0.716
C 0.4615 -1.2851 -0.8494 -0.622 -0.562 -0.154
H -1.0937 1.8356 -1.5631 0.013 0.157 -0.030
H 0.2387 -1.1436 -1.9007 -0.279 0.122 0.037
H -0.1718 2.5025 -0.3806 -0.105 0.196 0.168
```
Forces are in eV/Å.

Computed properties:
- HOMO level (Ha) = -0.5797
- spin multiplicity = 1
- total charge = +1
- energy above the lowest of the compared OMol25 structures with the same formula, charge and spin (kJ/mol) = 87.4
- gap between HOMO and LUMO (Ha) = 0.433
- E_LUMO (eV) = -4.0